[1]
{
  "formula": "C5H9NO",
  "method": "ωB97M-V/def2-TZVPD",
  "relative_energy_kcal_mol": 102.01,
  "energy_ha": -325.7750,
  "lumo_energy_ev": 0.44,
  "homo_ev": -8.3,
  "symbols": ["C", "C", "C", "C", "O", "C", "N", "H", "H", "H", "H", "H", "H", "H", "H", "H"],
  "xyz": [[-1.235, -0.686, 0.836], [-0.055, 0.588, -0.137], [-0.280, 0.158, -1.583], [1.399, 0.341, 0.279], [1.759, -0.989, -0.084], [-1.002, 1.232, 0.771], [-1.642, 1.902, 1.493], [-0.410, -1.362, 0.827], [-1.712, -0.682, 1.838], [-2.013, -0.891, 0.104], [-1.270, 0.427, -1.943], [-0.139, -0.932, -1.634], [0.462, 0.568, -2.290], [2.094, 1.052, -0.213], [1.475, 0.504, 1.354], [2.570, -1.229, 0.383]],
  "forces_ev_per_angstrom": [[0.65, -1.03, -0.64], [-1.45, -1.47, 1.41], [-0.35, 0.13, 0.18], [-0.42, 0.38, 0.50], [0.10, -0.02, 0.18], [0.89, 2.39, -0.73], [0.45, -0.35, -0.63], [0.08, -1.15, -0.12], [0.80, 0.90, -0.61], [0.35, -0.07, -0.17], [-0.04, -0.06, 0.02], [-0.20, 0.25, -0.01], [-0.15, 0.17, 0.58], [-0.60, -0.09, 0.04], [0.11, -0.07, 0.13], [-0.20, 0.10, -0.14]]
}

[2]
{
  "formula": "C5H9NO",
  "method": "ωB97M-V/def2-TZVPD",
  "relative_energy_kcal_mol": 69.41,
  "energy_ha": -325.8269,
  "lumo_energy_ev": 0.83,
  "smiles": "CC(=O)N=C(C)C",
  "homo_ev": -9.0,
  "symbols": ["C", "C", "C", "C", "C", "N", "O", "H", "H", "H", "H", "H", "H", "H", "H", "H"],
  "xyz": [[1.479, 0.607, 0.505], [-0.925, 0.379, -0.044], [-0.889, -1.069, 0.124], [-2.191, 0.987, -0.445], [2.668, -0.420, -0.257], [0.085, 1.067, 0.163], [1.767, 0.901, 1.664], [-1.515, -1.308, 1.079], [0.091, -1.614, 0.412], [-1.515, -1.527, -0.717], [-2.366, 1.808, 0.276], [-2.898, 0.254, -0.418], [-2.184, 1.452, -1.407], [3.510, 0.167, -0.340], [2.678, -1.035, 0.599], [2.202, -0.650, -1.194]],
  "forces_ev_per_angstrom": [[-0.81, -0.19, 2.82], [1.57, -1.20, -0.22], [-1.63, -3.38, 1.56], [0.86, 2.49, 1.15], [-5.00, 2.86, 0.75], [4.38, 1.47, -0.96], [0.15, -0.37, -2.08], [0.67, 0.41, -1.51], [-1.39, 1.22, -1.19], [1.27, 0.07, 1.06], [-0.38, -0.47, -0.32], [-2.45, -1.62, 0.16], [0.33, 0.14, -0.78], [1.82, 1.18, -0.22], [0.36, -1.56, 0.17], [0.27, -1.08, -0.36]]
}

[3]
{
  "formula": "C5H9NO",
  "method": "ωB97M-V/def2-TZVPD",
  "relative_energy_kcal_mol": 21.44,
  "energy_ha": -325.9034,
  "lumo_energy_ev": 0.95,
  "smiles": "CC1(C)COC=N1",
  "homo_ev": -9.6,
  "symbols": ["C", "C", "C", "C", "O", "C", "N", "H", "H", "H", "H", "H", "H", "H", "H", "H"],
  "xyz": [[0.988, 1.141, 0.686], [0.175, 0.096, -0.074], [1.088, -0.854, -0.858], [-0.809, -0.652, 0.874], [-2.097, -0.494, 0.252], [-1.891, 0.349, -0.785], [-0.720, 0.766, -1.040], [1.606, 1.715, -0.011], [1.642, 0.666, 1.427], [0.328, 1.840, 1.212], [1.588, -1.563, -0.188], [0.506, -1.412, -1.598], [1.848, -0.283, -1.402], [-0.606, -1.722, 0.978], [-0.862, -0.197, 1.872], [-2.784, 0.604, -1.345]],
  "forces_ev_per_angstrom": [[0.05, 0.04, 0.04], [0.12, -0.02, 0.23], [-0.02, 0.00, -0.02], [0.17, -0.01, 0.04], [-0.08, -0.04, -0.10], [0.44, 0.28, -0.19], [-0.62, -0.27, 0.16], [-0.06, -0.08, 0.08], [-0.08, 0.04, -0.13], [0.07, -0.12, -0.10], [-0.04, 0.14, -0.09], [0.06, 0.00, 0.18], [-0.12, -0.09, 0.09], [0.00, 0.18, -0.07], [0.06, -0.08, -0.21], [0.05, 0.01, 0.06]]
}

[4]
{
  "formula": "C5H9NO",
  "method": "ωB97M-V/def2-TZVPD",
  "relative_energy_kcal_mol": 25.32,
  "energy_ha": -325.8972,
  "lumo_energy_ev": 0.66,
  "smiles": "Cc1cc[nH]c1.O",
  "homo_ev": -8.3,
  "symbols": ["C", "C", "C", "N", "C", "C", "H", "H", "H", "H", "H", "H", "H", "H", "H", "O"],
  "xyz": [[1.584, 0.122, 2.535], [0.981, -0.552, 1.368], [0.527, -1.830, 1.237], [-0.043, -1.973, 0.010], [-0.039, -0.772, -0.642], [0.657, 0.101, 0.129], [1.266, 1.161, 2.631], [1.363, -0.354, 3.503], [2.674, 0.222, 2.567], [0.588, -2.694, 1.886], [-0.542, -2.783, -0.308], [-0.531, -0.566, -1.571], [0.719, 1.174, 0.036], [-2.851, 3.511, -4.928], [-2.905, 2.382, -3.898], [-3.448, 2.854, -4.556]],
  "forces_ev_per_angstrom": [[0.66, 0.37, 1.38], [-0.03, 0.23, -0.73], [0.33, -0.72, 0.50], [-0.70, 0.04, -0.66], [0.44, 0.12, -0.12], [-0.34, 0.58, 1.33], [-0.37, -0.02, -0.12], [-0.25, -0.04, -0.40], [0.09, -0.34, -0.55], [0.02, 0.25, 0.06], [0.08, -0.07, 0.04], [-0.12, -0.37, -0.28], [0.18, -0.03, -0.46], [-0.03, 0.01, -0.02], [-0.38, 0.29, -0.41], [0.41, -0.30, 0.43]]
}

[5]
{
  "formula": "C5H9NO",
  "method": "ωB97M-V/def2-TZVPD",
  "relative_energy_kcal_mol": 115.53,
  "energy_ha": -325.7534,
  "lumo_energy_ev": [-0.12, -0.35],
  "homo_ev": [-8.5, -8.5],
  "symbols": ["C", "C", "O", "C", "N", "C", "C", "H", "H", "H", "H", "H", "H", "H", "H", "H"],
  "xyz": [[1.655, -1.063, 0.163], [0.627, 0.052, 0.095], [1.360, 1.249, 0.059], [-0.463, 0.403, -1.329], [-1.238, 1.207, -0.540], [-1.832, 0.275, 0.385], [-0.523, -0.100, 0.971], [1.173, -2.043, 0.127], [2.274, -1.003, 1.071], [2.331, -0.969, -0.690], [0.688, 1.952, 0.093], [-0.898, -0.550, -1.673], [0.130, 0.914, -2.089], [-2.378, -0.569, -0.079], [-2.487, 0.776, 1.107], [-0.433, -0.555, 1.960]],
  "forces_ev_per_angstrom": [[-0.13, -0.11, -0.35], [-0.09, -0.04, -0.97], [-0.08, 0.34, 0.48], [0.97, -0.48, -0.12], [-0.68, 0.23, -0.49], [-0.08, 0.16, 0.39], [-0.06, -0.48, 1.12], [0.07, 0.09, -0.01], [-0.31, 0.16, -0.15], [-0.03, -0.07, 0.06], [0.24, -0.02, -0.02], [0.04, 0.18, 0.09], [0.01, -0.12, 0.17], [0.05, 0.14, -0.01], [0.06, -0.15, -0.06], [0.04, 0.18, -0.12]]
}

[6]
{
  "formula": "C5H9NO",
  "method": "ωB97M-V/def2-TZVPD",
  "relative_energy_kcal_mol": 24.35,
  "energy_ha": -325.8988,
  "lumo_energy_ev": 0.87,
  "smiles": "O=CN1CCCC1",
  "homo_ev": -9.4,
  "symbols": ["C", "N", "C", "C", "C", "C", "O", "H", "H", "H", "H", "H", "H", "H", "H", "H"],
  "xyz": [[1.632, -0.426, 0.050], [0.518, 0.305, -0.069], [-0.451, 0.317, 1.038], [-1.761, -0.178, 0.380], [-1.655, 0.134, -1.126], [-0.168, 0.426, -1.392], [2.199, -0.591, 1.123], [2.124, -0.747, -0.888], [-0.138, -0.371, 1.819], [-0.264, 1.259, 1.557], [-2.556, 0.381, 0.871], [-1.950, -1.242, 0.500], [-2.318, 0.983, -1.365], [-2.015, -0.701, -1.720], [0.080, 1.371, -1.855], [0.223, -0.392, -2.011]],
  "forces_ev_per_angstrom": [[1.77, 0.52, 0.99], [-1.34, -0.47, -1.15], [1.17, -0.73, -0.07], [-0.01, 1.35, 0.43], [-0.41, 0.97, 0.29], [0.47, -1.35, 0.64], [-0.37, -0.52, -0.45], [-0.37, 0.01, -0.06], [0.28, -0.43, -0.20], [-1.47, 0.47, -0.28], [-0.46, -0.25, -0.24], [0.35, 0.00, 0.44], [0.45, -0.17, -0.05], [0.08, -0.07, -0.06], [-0.26, 0.27, -0.08], [0.10, 0.41, -0.15]]
}

[7]
{
  "formula": "C5H9NO",
  "method": "ωB97M-V/def2-TZVPD",
  "relative_energy_kcal_mol": 56.63,
  "energy_ha": -325.8473,
  "lumo_energy_ev": 0.23,
  "smiles": "[H]/N=C/C.C=CC=O",
  "homo_ev": -10.1,
  "symbols": ["C", "C", "N", "C", "C", "C", "O", "H", "H", "H", "H", "H", "H", "H", "H", "H"],
  "xyz": [[-1.321, 0.147, 1.361], [-1.592, 0.170, -0.115], [-1.663, 1.262, -0.758], [1.306, -0.058, -0.889], [1.760, 0.814, 0.007], [1.300, -1.495, -0.548], [1.391, -2.378, -1.369], [-0.878, 1.095, 1.678], [-2.262, 0.000, 1.904], [-0.655, -0.679, 1.638], [-1.723, -0.814, -0.592], [-1.860, 1.078, -1.744], [1.017, 0.224, -1.899], [1.997, 0.501, 1.023], [1.930, 1.856, -0.240], [1.253, -1.722, 0.542]],
  "forces_ev_per_angstrom": [[0.01, 0.06, 0.03], [-0.07, 0.18, 0.03], [-0.05, -0.43, 0.04], [0.25, 0.16, 0.12], [0.01, -0.09, -0.10], [0.08, -0.16, -0.15], [-0.23, 0.17, 0.26], [-0.11, -0.11, -0.05], [0.11, -0.01, -0.06], [-0.12, 0.13, -0.09], [-0.05, 0.18, 0.02], [-0.03, 0.06, 0.09], [0.23, -0.08, 0.14], [0.05, -0.01, -0.18], [-0.17, -0.04, 0.07], [0.10, 0.00, -0.17]]
}

- What is the formula in the fourth record?
  C5H9NO